--- w ---
{
  "formula": "C18H21N3O4S2",
  "method": "the ωB97M-V functional and the def2-TZVPD basis",
  "total_charge": 0,
  "smiles": "CCC(=O)N1c2ccc(S(=O)(=O)CCC(=O)Nc3nccs3)cc2C[C@@H]1C",
  "homo_lumo_gap_ev": 9.2019,
  "homo_ev": -8.57,
  "elements": ["C", "H", "H", "C", "C", "O", "N", "C", "C", "C", "C", "C", "C", "C", "H", "H", "C", "C", "H", "H", "H", "H", "H", "S", "O", "O", "C", "C", "C", "O", "N", "C", "N", "C", "C", "S", "H", "H", "H", "H", "H", "H", "H", "H", "H", "H", "H", "H"],
  "coordinates": [[1.61688, 1.40674, 7.18928], [0.76559, 2.08018, 7.12929], [2.00410, 1.42661, 8.20529], [1.18329, -0.01310, 6.81735], [0.57461, -0.00107, 5.42567], [-0.61423, 0.17801, 5.26714], [1.43550, -0.12812, 4.37155], [1.07323, 0.01293, 3.02979], [-0.19345, 0.07612, 2.46881], [-0.29198, 0.21061, 1.09088], [0.84897, 0.28294, 0.31459], [2.11980, 0.23233, 0.86781], [2.22159, 0.09300, 2.23200], [3.43964, 0.02674, 3.10281], [4.19534, -0.65473, 2.71576], [3.89116, 1.01778, 3.19470], [2.86306, -0.46121, 4.44379], [3.02964, -1.97609, 4.57875], [2.51177, -2.35359, 5.45703], [4.08332, -2.23067, 4.66070], [2.61497, -2.46844, 3.70194], [3.33184, 0.04759, 5.28778], [2.97983, 0.29441, 0.22053], [0.68867, 0.44911, -1.46182], [-0.21058, -0.56903, -1.95056], [2.00669, 0.48384, -2.04194], [-0.10856, 2.08329, -1.73940], [-1.20146, 1.87934, -2.76890], [-2.20512, 0.89787, -2.20725], [-2.59566, 0.93975, -1.06160], [-2.74830, -0.03323, -3.06197], [-2.33574, -0.41540, -4.30637], [-1.65223, 0.27638, -5.14841], [-1.42607, -0.40772, -6.29686], [-1.96176, -1.64969, -6.35680], [-2.79221, -2.01454, -4.88965], [-1.92559, -2.36240, -7.15430], [-0.85575, 0.06942, -7.07229], [-3.34517, -0.70008, -2.58413], [-1.72226, 2.81956, -2.96886], [-0.79012, 1.50021, -3.70316], [-0.51530, 2.40163, -0.78287], [0.67023, 2.75915, -2.07703], [-1.25887, 0.25452, 0.61349], [-1.07286, 0.02340, 3.08722], [0.39654, -0.33210, 7.50257], [2.01926, -0.70419, 6.90291], [2.38987, 1.77419, 6.51706]]
}



--- x ---
{
  "formula": "C18H21N3O4S2",
  "method": "the ωB97M-V functional and the def2-TZVPD basis",
  "total_charge": 0,
  "smiles": "CSC1=N[C@@H]2/C(=C(/O)OCCCCCSc3c2cccc3[N+](=O)[O-])C(C)=N1",
  "homo_lumo_gap_ev": 6.6036,
  "homo_ev": -7.21,
  "elements": ["O", "O", "N", "N", "O", "O", "S", "S", "C", "C", "C", "C", "C", "C", "C", "C", "C", "C", "N", "C", "C", "C", "C", "C", "C", "C", "C", "H", "H", "H", "H", "H", "H", "H", "H", "H", "H", "H", "H", "H", "H", "H", "H", "H", "H", "H", "H", "H"],
  "coordinates": [[-1.73538, -3.99299, 2.72680], [-0.24196, -3.73038, 4.17544], [1.50632, 0.40047, -3.18258], [0.11013, -1.04354, -2.17562], [-0.30680, 2.48197, 0.71598], [1.84557, 1.85893, 0.81102], [0.64560, -1.82686, -4.59860], [-2.04884, -1.25685, 1.21583], [0.78979, -0.69525, -3.19233], [0.74153, 1.82625, 0.22330], [1.47711, 1.25806, -2.06934], [0.70973, 0.98480, -0.92335], [2.31827, -2.47346, 1.05645], [1.49234, -3.07448, 2.02813], [1.87486, -1.58033, 0.19507], [-0.40453, -1.81905, 1.21687], [0.04922, -2.83764, 2.09859], [0.46962, -1.21350, 0.21155], [-0.66684, -3.60204, 3.05820], [2.08607, -2.82144, -4.38304], [2.55785, 2.35005, -2.17448], [-0.02882, -0.32025, -0.91492], [-1.35187, 2.99892, -0.16472], [-1.91356, 0.12091, 2.48893], [-2.67085, 3.06292, 0.67520], [-3.05585, 1.10468, 2.41348], [-3.26659, 1.71759, 0.98036], [1.50744, 2.10254, 1.68969], [3.47377, -2.68143, 0.98482], [2.02291, -3.85550, 2.56085], [2.57321, -1.23491, -0.55310], [3.00155, -2.37670, -4.61421], [2.15227, -2.99630, -3.30626], [2.06763, -3.78406, -4.93614], [3.45772, 1.76839, -2.37007], [2.74967, 2.85986, -1.25781], [2.45301, 3.07610, -3.01071], [-1.08606, -0.04062, -0.86940], [-1.03636, 3.93594, -0.44267], [-1.50860, 2.46017, -1.03062], [-1.79532, -0.17185, 3.51456], [-0.95332, 0.58522, 2.24988], [-3.42601, 3.69154, 0.04803], [-2.44287, 3.50959, 1.62447], [-2.80136, 1.87068, 3.29625], [-4.03089, 0.71250, 2.71798], [-4.36608, 1.80553, 0.94488], [-2.99440, 0.88585, 0.24732]]
}



Short version: w is the most stable of them.